# 1
A molecular structure, C24H22BF4HfN8O2. Source: the OMol25 dataset; level of theory: ωB97M-V/def2-TZVPD.

Structure (ORCA input):
```
! RIJCOSX wB97M-V def2-TZVPD def2/J DEFGRID3
* xyz 3 1
Hf -0.4844 -0.5602 0.2185
C -3.8808 1.1104 -2.2072
O -2.7782 0.7694 -3.1386
C -1.8888 0.1515 -2.4455
N -2.0882 -0.0104 -1.1699
C -3.2951 0.7681 -0.8175
C -2.9088 1.9515 0.0413
C -1.5953 2.2152 0.4141
C -1.2450 3.2648 1.2533
C -2.2495 4.1000 1.7221
C -3.5672 3.8634 1.3546
C -3.8973 2.7976 0.5314
C -0.5999 -0.2788 -3.0129
C -0.2403 -0.3450 -4.3487
C 1.0659 -0.7249 -4.6478
C 1.9667 -0.9965 -3.6222
C 1.5129 -0.8904 -2.3177
N 0.2542 -0.5541 -2.0226
C 2.3090 -1.0337 -1.0869
N 1.7375 -0.8649 0.0676
C 2.8350 -0.7996 1.0760
C 4.0582 -1.2812 0.2638
O 3.5755 -1.2663 -1.1314
C 2.9437 0.6067 1.6274
C 3.3744 0.7869 2.9381
C 3.5069 2.0647 3.4600
C 3.2054 3.1739 2.6799
C 2.7800 3.0011 1.3717
C 2.6470 1.7208 0.8421
H -4.7206 0.4846 -2.4991
H -4.0998 2.1635 -2.3608
H -3.9817 0.1270 -0.2621
H -0.7275 1.6650 -0.0194
H -0.2103 3.4301 1.5201
H -2.0066 4.9329 2.3667
H -4.3512 4.5120 1.7209
H -4.9373 2.6260 0.2811
H -0.9545 -0.1009 -5.1236
H 1.3858 -0.7924 -5.6797
H 2.9938 -1.2677 -3.8272
H 2.6271 -1.5004 1.8852
H 4.3513 -2.3088 0.4650
H 4.9126 -0.6108 0.3058
H 3.6170 -0.0690 3.5568
H 3.8534 2.1980 4.4758
H 3.3206 4.1683 3.0882
H 2.5751 3.8610 0.7477
H 2.3638 1.6229 -0.2030
N -0.4266 -4.7757 2.6580
N -0.7950 -4.1325 1.5096
N -1.5097 -4.7226 0.5827
C -1.5387 -3.8336 -0.3885
N -0.8274 -2.7474 -0.0517
N -0.3486 -2.9652 1.1750
H -1.0370 -5.5797 2.7972
H -0.4373 -4.1380 3.4509
H -2.0569 -3.9821 -1.3209
F 0.3469 -0.2749 2.4020
B -0.3774 0.0310 3.5450
F -1.9536 -0.6198 1.4742
F -0.6318 -0.9646 4.3317
F -0.7137 1.2619 3.7252
*
```

Output
ΔE to the lowest compared entry with this formula, charge and spin, kJ/mol: 15.34
E_tot, eV: -54096.066

# 2
8 unconnected molecules or ions with the total composition C54H84BrN5O28P. Source: the OMol25 dataset; level of theory: ωB97M-V/def2-TZVPD.

Structure (ORCA input):
```
! RIJCOSX wB97M-V def2-TZVPD def2/J DEFGRID3
* xyz 1 1
C 0.2032 -6.7013 0.7607
C 1.2256 -6.0589 0.1065
C 1.6413 -4.6508 0.4461
C 0.4198 -3.7016 0.1996
C -0.4367 -3.9712 -1.0475
C -0.8905 -2.6182 -1.6486
P -2.1636 -1.7700 -0.7152
O -2.6799 -0.6415 -1.5191
O -3.2826 -2.8221 -0.3744
C -4.2120 -2.4590 0.6921
C -5.3448 -1.5711 0.2391
O -1.5358 -1.1747 0.6398
C -0.9398 0.1246 0.4431
C -1.9178 1.2539 0.7656
N 1.8547 -4.5181 1.9349
C 2.6116 -5.6594 2.5218
C 3.3819 -5.3461 3.7792
O 4.5557 -5.4577 3.8920
Br 2.3491 -4.7811 5.3284
C 2.7301 -3.3980 1.9072
N 2.5656 -2.3215 2.6193
N 1.4842 -2.2023 3.4992
N 3.6864 -3.6203 0.9901
C 4.8376 -2.7267 0.8720
C 5.6122 -2.5611 2.2007
C 5.9022 -1.0734 2.4649
C 7.0855 -0.9360 3.4193
O 7.1416 0.3419 4.0485
C 6.2504 0.5134 5.0470
O 5.9877 -0.3001 5.8809
C 2.9696 -4.1055 -0.2145
N 3.7920 -5.2020 -0.7503
C 2.7205 -3.0671 -1.3345
O 2.6049 -1.7454 -0.8426
C 3.3183 -0.7498 -1.4961
C 2.6604 0.4611 -1.6677
C 3.3206 1.5188 -2.2693
C 4.6203 1.3800 -2.7380
C 5.2804 0.1712 -2.5712
C 4.6273 -0.8793 -1.9327
H 0.4427 -7.6039 1.3205
H -0.8465 -6.4238 0.7123
H 1.7094 -6.5743 -0.7182
H 0.7432 -2.6601 0.2550
H -0.2209 -3.8646 1.0656
H 0.1229 -4.4683 -1.8421
H -1.2968 -4.5840 -0.7912
H -0.0209 -1.9548 -1.6566
H -1.2125 -2.7110 -2.6834
H -3.7115 -2.0043 1.5453
H -4.6307 -3.3954 1.0544
H -6.1342 -2.1068 -0.2857
H -5.7966 -1.1552 1.1372
H -5.0250 -0.7302 -0.3737
H -0.0837 0.1979 1.1175
H -0.5517 0.2530 -0.5655
H -1.9157 1.9805 -0.0474
H -2.9358 0.8875 0.8581
H -1.6182 1.7941 1.6628
H 1.8813 -6.4203 2.7973
H 3.2860 -6.1291 1.8037
H 3.2256 -1.5583 2.5171
H 0.7000 -1.7766 3.0155
H 1.7653 -1.6430 4.2938
H 5.5283 -3.1586 0.1505
H 4.5712 -1.7340 0.5101
H 5.0319 -2.9150 3.0505
H 6.5694 -3.0759 2.1602
H 6.1203 -0.5340 1.5414
H 5.0328 -0.5744 2.9100
H 7.0601 -1.7478 4.1475
H 8.0086 -1.0510 2.8545
H 5.7552 1.4913 5.0229
H 3.3439 -5.5646 -1.5875
H 4.6772 -4.8251 -1.0777
H 3.4596 -3.1916 -2.1226
H 1.7602 -3.3338 -1.7765
H 1.6474 0.5938 -1.3120
H 2.8344 2.4760 -2.3905
H 5.1320 2.2043 -3.2124
H 6.2905 0.0213 -2.9243
H 5.1591 -1.8151 -1.8084
C -11.0749 -0.9618 3.3110
C -9.6235 -1.2884 3.5492
C -8.6428 -0.3988 2.8168
O -7.5227 -1.2770 2.6397
C -7.9920 -2.5438 2.6213
O -7.3471 -3.4917 2.2976
O -9.2838 -2.5848 3.0127
H -11.7181 -1.6446 3.8651
H -11.2949 0.0576 3.6276
H -11.3234 -1.0700 2.2547
H -9.4090 -1.3077 4.6211
H -8.3418 0.4747 3.3847
H -8.9983 -0.0810 1.8349
C 2.9960 -5.7032 11.1685
C 1.8305 -5.5180 10.2315
C 2.0442 -4.4887 9.1430
O 0.7132 -4.0236 8.8963
C -0.0035 -4.2025 10.0392
O -1.0808 -3.7499 10.2333
O 0.6925 -4.9649 10.9165
H 2.7641 -6.4527 11.9239
H 3.8823 -6.0239 10.6207
H 3.2166 -4.7733 11.6935
H 1.5286 -6.4792 9.8060
H 2.4685 -4.9003 8.2311
H 2.6529 -3.6442 9.4761
C 3.9663 -0.4120 -8.0659
C 3.5824 1.0261 -7.8321
C 4.7080 2.0204 -7.9922
O 4.3106 3.0693 -7.0957
C 3.5456 2.5187 -6.1362
O 3.2129 3.0710 -5.1331
O 3.2045 1.2487 -6.4562
H 3.1056 -1.0662 -7.9287
H 4.3472 -0.5466 -9.0779
H 4.7288 -0.7260 -7.3515
H 2.7307 1.2999 -8.4595
H 4.7990 2.4031 -9.0027
H 5.6733 1.6272 -7.6612
C -2.7945 6.8741 -1.2430
C -1.5359 6.4888 -0.5111
C -0.7596 5.3603 -1.1435
O -0.1142 4.7690 -0.0037
C -0.8793 5.0225 1.0795
O -0.7290 4.5044 2.1429
O -1.8387 5.9342 0.7927
H -3.3006 7.6901 -0.7274
H -2.5663 7.1942 -2.2590
H -3.4917 6.0389 -1.2888
H -0.9000 7.3647 -0.3573
H -0.0202 5.6991 -1.8643
H -1.4057 4.6131 -1.6106
C 3.7096 8.8459 -9.3595
C 3.0558 7.4941 -9.2355
C 3.1793 6.8458 -7.8741
O 3.1473 5.4488 -8.1970
C 3.6113 5.3165 -9.4593
O 3.8955 4.2786 -9.9701
O 3.7123 6.5176 -10.0665
H 3.5826 9.2417 -10.3662
H 3.2726 9.5497 -8.6514
H 4.7818 8.7713 -9.1748
H 2.0096 7.5480 -9.5485
H 2.3618 7.0988 -7.2041
H 4.1298 7.0661 -7.3829
C -6.1617 1.0565 -4.1053
C -5.1613 2.1639 -4.3121
C -3.9224 2.0639 -3.4523
O -3.5462 3.4455 -3.3049
C -4.6714 4.1892 -3.4330
O -4.7414 5.3483 -3.1736
O -5.6938 3.4361 -3.8885
H -7.0277 1.1975 -4.7514
H -5.7128 0.0889 -4.3285
H -6.5221 1.0540 -3.0761
H -4.8998 2.2475 -5.3706
H -3.1193 1.4980 -3.9160
H -4.1224 1.6494 -2.4623
C -4.9218 4.5660 4.9306
C -4.6450 3.4366 3.9731
C -4.2219 3.8678 2.5907
O -4.6867 2.7852 1.7755
C -5.7378 2.2174 2.4094
O -6.4616 1.4024 1.9315
O -5.8466 2.6908 3.6729
H -5.2266 4.1793 5.9025
H -4.0314 5.1800 5.0633
H -5.7360 5.1904 4.5616
H -3.9204 2.7429 4.4082
H -3.1467 3.9844 2.4885
H -4.7133 4.7866 2.2624
*
```

Output
E_tot, eV: -201466.501

# 3
C28H35N3O7 in the gas phase. Source: the OMol25 dataset; level of theory: ωB97M-V/def2-TZVPD.

Structure (ORCA input):
```
! RIJCOSX wB97M-V def2-TZVPD def2/J DEFGRID3
* xyz 0 1
C 0.1109 1.4229 4.0000
C -1.1269 1.5469 3.1166
O -0.8676 1.2402 1.7635
C -0.1230 2.1138 0.9970
C 0.1956 3.4143 1.3475
C 0.9223 4.2573 0.5037
N 1.1713 5.5894 0.8273
C 0.4580 6.2341 1.9085
C 1.2020 6.1018 3.2465
O 2.5164 6.6024 3.1407
C 3.2263 5.9462 2.1107
C 2.5241 6.1091 0.7567
C 1.3326 3.7467 -0.7478
O 2.0234 4.6010 -1.5696
C 2.2444 4.2473 -2.9213
C 0.9754 4.2986 -3.7656
C 1.0369 2.4382 -1.0867
C 0.3112 1.6144 -0.2371
N -0.0315 0.2978 -0.5521
C 0.2152 -0.4093 -1.6846
O 0.8553 0.0106 -2.6342
C -0.3511 -1.7892 -1.6751
C -1.4579 -2.1700 -0.9333
C -1.9287 -3.4727 -1.0023
C -1.3062 -4.4131 -1.8057
O -1.6861 -5.7130 -1.9412
C -2.6902 -6.2173 -1.0884
C -2.3109 -6.1884 0.3579
C -3.1824 -6.0769 1.4804
C -4.6618 -5.9667 1.4739
N -2.4921 -6.0867 2.5885
O -1.1832 -6.1977 2.2560
C -1.0626 -6.2622 0.9190
C 0.2956 -6.3727 0.3352
C -0.1838 -4.0289 -2.5755
O 0.3719 -5.0132 -3.3330
C 1.4607 -4.6766 -4.1587
C 0.2679 -2.7267 -2.5052
H 0.5083 0.4126 3.9411
H -0.1514 1.6400 5.0318
H 0.8856 2.1142 3.6773
H -1.5757 2.5437 3.2105
H -1.8748 0.8082 3.4194
H -0.1339 3.7937 2.2992
H -0.5563 5.8427 1.9814
H 0.3982 7.3002 1.6592
H 0.7133 6.6923 4.0239
H 1.2374 5.0474 3.5625
H 4.2182 6.4002 2.0928
H 3.3208 4.8738 2.3469
H 3.0821 5.5947 -0.0201
H 2.4646 7.1746 0.5105
H 2.7206 3.2626 -2.9967
H 2.9552 5.0010 -3.2736
H 0.2641 3.5443 -3.4408
H 1.2251 4.1196 -4.8077
H 0.5111 5.2774 -3.6734
H 1.3458 2.0201 -2.0281
H -0.5351 -0.1583 0.1958
H -1.9931 -1.4643 -0.3157
H -2.7926 -3.7417 -0.4162
H -3.6383 -5.6807 -1.2360
H -2.8310 -7.2522 -1.4214
H -5.1017 -6.8434 1.0013
H -5.0210 -5.8892 2.4955
H -4.9754 -5.0855 0.9152
H 0.7728 -5.3924 0.3158
H 0.9044 -7.0364 0.9452
H 0.2348 -6.7483 -0.6821
H 2.3217 -4.3408 -3.5715
H 1.1920 -3.9007 -4.8819
H 1.7200 -5.5916 -4.6888
H 1.1127 -2.3893 -3.0837
*
```

Output
SMILES: CCOc1cc(N2CCOCC2)c(OCC)cc1NC(=O)c1ccc(OCc2c(C)noc2C)c(OC)c1
ΔE to the lowest compared entry with this formula, charge and spin, kJ/mol: 4.61
E_tot, eV: -48404.761

# 4
10 unconnected molecules or ions with the total composition C4H26O11. Source: the OMol25 dataset; level of theory: ωB97M-V/def2-TZVPD.

Structure (ORCA input):
```
! RIJCOSX wB97M-V def2-TZVPD def2/J DEFGRID3
* xyz -2 1
C -0.5272 -0.1083 1.1435
C 0.4943 1.0547 0.9743
C 1.1799 0.9460 -0.4319
O 1.7479 2.2860 -0.6786
C -2.0041 0.4223 0.8457
O -3.0126 -0.5547 1.0678
H -0.3230 -0.4285 2.1536
H -0.2241 -0.9929 0.5746
H 0.0394 2.0590 1.1063
H 1.3067 0.9588 1.6964
H 2.0203 0.1803 -0.4730
H 0.4012 0.7472 -1.2387
H -2.2595 1.3166 1.4960
H -1.9863 0.8052 -0.3160
H -2.6570 0.1818 -1.5928
H -1.7089 1.0278 -2.7541
O -2.6645 0.7000 -2.3665
H -0.2049 2.8577 -2.5075
H 0.0748 1.5266 -3.9040
O -0.3258 1.5447 -3.0626
H -2.4747 -1.4134 1.1711
H -2.1102 -3.0811 0.9370
O -1.2822 -2.8711 1.1885
H 3.1872 1.9219 -1.3437
H 3.7889 0.5197 -0.7569
O 3.9455 1.2694 -1.3116
H -0.0371 -3.7600 -1.1672
H -0.1512 -3.2908 0.2702
O 0.5942 -3.5406 -0.4295
H -1.1690 3.7074 -1.7873
H 0.9974 2.7480 -1.1559
O -0.1778 3.6238 -1.8364
H -1.9576 -1.6533 3.3104
H -0.8558 -2.5424 2.7503
O -1.0991 -1.8557 3.5838
H 0.3174 -0.1945 4.2022
H 1.2119 0.7272 3.6078
O 0.9976 0.4601 4.4978
H 1.7155 -3.0011 -1.6644
H 1.5804 -1.9258 -2.7339
O 2.1044 -2.6731 -2.5365
*
```

Output
ΔE to the lowest compared entry with this formula, charge and spin, kJ/mol: 19.69
E_tot, eV: -27091.831

# 5
A molecular structure, C16H34F3N5O6PRu. Source: the OMol25 dataset; level of theory: ωB97M-V/def2-TZVPD.

Structure (ORCA input):
```
! RIJCOSX wB97M-V def2-TZVPD def2/J DEFGRID3
* xyz 2 6
Ru 0.6440 -0.6956 -0.9157
C 0.5490 -5.0426 2.4435
N 0.1220 -4.3886 1.2010
C -0.6360 -5.2115 0.2499
C 0.4479 -3.1530 0.9199
O 0.1029 -2.5959 -0.1615
C 1.2935 -2.3718 1.9093
O 1.3657 -1.0370 1.4390
C 2.5060 -0.2795 1.8142
C 3.1825 0.2328 0.5508
O 2.6008 0.0809 -0.5580
N 4.3432 0.8305 0.6536
C 5.0346 1.3554 -0.5304
C 5.0120 1.0043 1.9475
H 0.0306 -5.9933 2.5166
H 1.6220 -5.2351 2.4374
H 0.2826 -4.4474 3.3151
H -0.0568 -6.1038 0.0186
H -1.5805 -5.5038 0.7057
H -0.8221 -4.6511 -0.6583
H 0.8447 -2.3976 2.9047
H 2.2866 -2.8300 1.9642
H 2.1793 0.5726 2.4156
H 3.1991 -0.8706 2.4146
H 4.4897 1.0823 -1.4261
H 5.1048 2.4394 -0.4540
H 6.0365 0.9316 -0.5685
H 4.3512 1.4724 2.6758
H 5.3756 0.0519 2.3341
H 5.8655 1.6582 1.7993
F 1.1318 -1.9610 -5.4786
C 0.5795 -0.8466 -5.0235
F -0.6423 -0.7217 -5.5221
F 1.3155 0.2003 -5.4104
C 0.5387 -0.8517 -3.4828
O -0.4172 -0.3067 -2.8766
O 1.4964 -1.3583 -2.8414
C -4.1999 0.7567 0.9096
N -2.9884 0.5073 0.1306
C -3.1243 -0.6011 -0.8139
P -1.8038 1.6063 -0.1214
O -0.4528 0.8660 -0.2301
N -1.8427 2.5915 1.1762
C -1.6750 2.0340 2.5156
C -1.6117 4.0324 1.0933
N -2.0236 2.4525 -1.4859
C -3.3604 2.9028 -1.8711
C -0.9444 2.9194 -2.3520
H -4.4111 -0.1049 1.5450
H -5.0587 0.9127 0.2521
H -4.0764 1.6328 1.5398
H -3.2268 -1.5454 -0.2756
H -2.2637 -0.6606 -1.4788
H -4.0083 -0.4639 -1.4411
H -1.8438 0.9582 2.5023
H -2.3922 2.4885 3.2008
H -0.6683 2.2317 2.8950
H -1.7933 4.3912 0.0841
H -0.5880 4.2856 1.3797
H -2.2965 4.5433 1.7708
H -4.0960 2.6278 -1.1180
H -3.6516 2.4604 -2.8252
H -3.3752 3.9895 -1.9769
H 0.0207 2.6217 -1.9508
H -0.9683 4.0091 -2.4259
H -1.0543 2.4966 -3.3509
*
```

Output
ΔE to the lowest compared entry with this formula, charge and spin, kJ/mol: 46.12
E_tot, eV: -56889.900

# 6
C4H5N3 in the gas phase. Source: the OMol25 dataset; level of theory: ωB97M-V/def2-TZVPD.

Structure (ORCA input):
```
! RIJCOSX wB97M-V def2-TZVPD def2/J DEFGRID3
* xyz 0 1
N 2.1444 0.0571 0.0562
C 0.8169 0.0007 -0.1813
N 0.1074 -1.1895 -0.2082
C -1.1370 -1.1047 0.2029
C -1.6150 0.1777 0.3793
C -0.6975 1.1217 -0.0483
N 0.2891 0.8790 -0.9880
H 2.7763 0.2494 -0.7180
H 2.4626 -0.8005 0.4743
H -1.7412 -1.9966 0.3062
H -2.5983 0.4133 0.7331
H -0.8077 2.1923 -0.0081
*
```

Output
ΔE to the lowest compared entry with this formula, charge and spin, kJ/mol: 344.03
E_tot, eV: -8696.247

- Among the records above, which one has the highest E_tot?
  C4H5N3

- What is the E_tot in the third record?
  -48404.761 eV